(1)
# C27H39FN2O12S

2 unconnected molecules or ions with the total composition C27H39FN2O12S at a distorted geometry (wB97M-V/def2-TZVPD, the Open Molecules 2025 dataset).

Last column: Mulliken charge in e.
Geometry (Å):
C 3.82 -3.04 -1.09  -0.86
C 4.06 -2.24 -2.39  -0.46
C 4.21 -0.75 -2.12  -0.76
O 3.20 -0.28 -1.26  -0.07
C 2.37 0.69 -1.87  -2.77
C 1.35 1.27 -0.90  2.14
N 1.97 1.64 0.31  -0.44
C 3.11 2.19 0.41  0.82
C 3.54 3.51 -0.16  -1.59
C 4.15 1.53 1.27  -1.32
O 0.93 2.59 -1.50  -0.54
S -0.03 2.66 -2.73  1.40
O 0.42 1.99 -3.91  -0.64
O -0.30 4.05 -2.94  -0.82
C -1.53 1.95 -2.04  -0.21
C -2.51 1.52 -3.11  -0.41
O -1.98 0.69 -4.15  -0.26
N -3.08 0.34 -5.02  0.15
O -3.50 -0.71 -4.78  -0.22
C -1.28 1.02 -0.80  -0.15
C -2.43 0.03 -0.61  -1.89
C -3.69 0.71 -0.14  0.26
O -3.74 1.86 0.21  -0.61
C -4.91 -0.17 -0.11  0.08
C -5.84 -0.19 -1.15  -0.20
C -6.92 -1.06 -1.05  -0.73
C -7.07 -1.91 0.04  -0.47
C -6.14 -1.87 1.08  -0.65
C -5.06 -1.00 1.00  -0.40
C 0.08 0.34 -0.57  0.91
C 0.21 -1.05 -1.25  -1.59
C -0.09 -1.24 -2.73  -1.31
O -1.34 -1.88 -2.96  -0.48
O 0.30 -0.08 0.78  -0.43
C -0.52 0.28 1.86  0.30
C -0.65 -0.93 2.80  -1.56
H 2.75 -3.11 -0.91  0.14
H 4.26 -4.02 -1.17  0.38
H 4.27 -2.49 -0.27  0.19
H 4.97 -2.60 -2.87  0.43
H 3.24 -2.40 -3.09  0.20
H 4.17 -0.23 -3.08  0.46
H 5.18 -0.56 -1.64  0.26
H 1.94 0.29 -2.78  0.93
H 3.00 1.52 -2.20  0.85
H 4.00 4.12 0.61  0.49
H 2.75 4.02 -0.70  0.29
H 4.33 3.31 -0.89  0.35
H 5.16 1.68 0.88  0.38
H 3.95 0.47 1.31  0.26
H 4.07 1.90 2.30  0.40
H -2.00 2.84 -1.65  0.63
H -2.85 2.45 -3.60  0.67
H -3.42 1.07 -2.71  -0.01
H -1.39 1.70 0.05  1.13
H -2.19 -0.72 0.15  0.98
H -2.68 -0.52 -1.51  0.62
H -5.70 0.45 -2.00  0.42
H -7.64 -1.10 -1.86  0.40
H -7.90 -2.59 0.06  0.39
H -6.23 -2.52 1.94  0.41
H -4.32 -0.99 1.79  0.49
H 1.17 -1.48 -0.98  0.53
H -0.50 -1.67 -0.71  0.70
H 0.68 -1.91 -3.14  0.32
H 0.01 -0.32 -3.30  0.27
H -1.17 -2.74 -3.35  0.42
H -1.53 0.64 1.68  0.10
H -0.03 1.06 2.45  0.26
H -0.90 -1.81 2.21  0.32
H 0.25 -1.08 3.39  0.20
H -1.49 -0.72 3.47  0.50
C 1.92 0.33 6.97  -0.43
C 1.70 -1.17 6.88  0.32
O 1.91 -1.41 5.50  -0.27
C 2.77 -0.46 5.04  0.66
O 3.35 -0.52 4.01  -0.47
O 2.87 0.56 5.94  -0.32
F 0.44 -1.52 7.21  -0.28
H 1.00 0.88 6.76  0.28
H 2.31 0.64 7.94  0.27
H 2.40 -1.76 7.46  0.26

Output
- SMILES: CCCOC[C@@]1(N=C(C)C)OS(=O)(=O)[C@@H](CON=O)[C@@H](CC(=O)c2ccccc2)[C@]1(CCO)OCC.O=C1OC[C@@H](F)O1
- Gap between HOMO and LUMO: 8.31 eV
- HOMO energy: -0.30652 Ha
- Energy relative to the best compared isomer or geometry (same formula, charge and spin): 44.2 kJ/mol
- LUMO: -0.033 eV

(2)
# C4H6AgMgO5

A molecular structure, C4H6AgMgO5 at a distorted geometry (wB97M-V/def2-TZVPD, the Open Molecules 2025 dataset).

Last column: Mulliken charge in e.
Geometry (Å):
C -1.74 -0.66 -2.30  0.72
O -1.96 0.35 -1.59  -0.33
O -2.20 -0.84 -3.40  -0.64
Mg -3.37 1.47 -2.88  0.43
O 0.27 2.25 1.53  -0.61
O 1.01 0.25 -1.01  -0.63
C 1.00 -0.96 -0.56  0.23
C 1.19 -0.89 0.95  -0.34
O 0.21 -0.03 1.49  -0.60
C 0.63 1.17 2.25  0.23
Ag -0.37 1.41 -0.08  0.78
H -0.42 -1.25 -1.86  -0.03
H 0.70 -2.01 -0.74  0.41
H 2.20 -0.52 1.18  0.32
H 1.05 -1.90 1.37  0.43
H 0.08 1.09 3.21  0.31
H 1.72 1.07 2.43  0.33

Output
- 2S+1: 3
- Charge: +1
- <S²>: 2.01
- Gap between HOMO and LUMO (alpha / beta): 5.89 / 7.01 eV
- HOMO energy (alpha / beta): -0.39822 / -0.50702 Ha
- LUMO (alpha / beta): -4.947 / -6.786 eV

(3)
# C37H36AsI2N3OPZr

A molecular structure, C37H36AsI2N3OPZr at a distorted geometry (wB97M-V/def2-TZVPD, the Open Molecules 2025 dataset).

Last column: Mulliken charge in e.
Geometry (Å):
Zr -1.37 1.22 1.68  -0.18
I 1.63 5.16 2.46  0.15
C 1.37 3.48 3.67  -0.33
C 2.14 3.26 4.83  -0.08
C 1.97 2.14 5.60  -0.38
I 3.17 1.90 7.30  0.25
C 1.01 1.16 5.22  0.65
C 0.78 -0.04 5.91  -0.69
C -0.17 -0.94 5.45  -1.13
C -0.88 -0.64 4.30  -0.43
N -0.71 0.48 3.60  0.46
C 0.23 1.40 4.06  0.29
C 0.41 2.57 3.30  0.48
O -0.36 2.73 2.18  -0.33
H 2.88 4.00 5.11  0.42
H 1.35 -0.26 6.80  0.30
H -0.36 -1.86 5.98  0.49
H -1.63 -1.33 3.93  0.55
N -2.47 2.93 0.57  -0.49
C -3.30 3.57 1.63  -0.41
C -4.21 2.51 2.24  -0.69
N -3.36 1.46 2.90  -0.48
H -1.78 3.61 0.25  0.27
H -3.07 2.74 -0.23  0.30
H -3.91 4.39 1.24  0.52
H -2.63 3.98 2.38  0.25
H -4.80 2.03 1.45  0.30
H -4.90 2.97 2.94  0.49
H -3.96 0.67 3.13  0.25
H -3.06 1.83 3.80  0.33
C 0.91 0.24 -2.13  -0.35
C 2.40 0.45 -2.05  -1.29
As 3.37 -0.72 -3.39  0.25
C 2.10 -0.57 -4.88  0.24
C 2.47 0.28 -5.92  -0.63
C 1.64 0.46 -7.01  -0.60
C 0.43 -0.21 -7.08  -0.57
C 0.05 -1.07 -6.05  -0.93
C 0.88 -1.25 -4.95  0.28
C 2.91 -2.45 -2.61  0.36
C 2.50 -3.51 -3.42  -0.43
C 2.36 -4.79 -2.89  -0.67
C 2.65 -5.02 -1.56  -0.63
C 3.08 -3.98 -0.75  -0.65
C 3.20 -2.70 -1.27  -0.34
P -0.04 0.98 -0.69  0.69
C -1.80 0.50 -1.05  1.26
C -2.67 -0.05 -0.08  -0.01
C -4.03 -0.18 -0.32  -1.11
C -4.56 0.25 -1.53  -0.71
C -3.72 0.79 -2.49  -0.85
C -2.36 0.93 -2.25  -0.89
C 0.37 -0.31 0.60  0.63
C 1.37 0.06 1.53  -0.25
C 1.90 -0.89 2.39  -1.13
C 1.45 -2.19 2.35  -0.80
C 0.48 -2.58 1.43  -1.47
C -0.05 -1.65 0.55  0.16
H 0.65 -0.82 -2.13  0.06
H 0.51 0.69 -3.04  0.93
H 2.81 0.19 -1.08  0.36
H 2.67 1.48 -2.27  0.50
H 3.43 0.78 -5.88  0.39
H 1.95 1.11 -7.82  0.43
H -0.21 -0.09 -7.94  0.43
H -0.88 -1.61 -6.11  0.45
H 0.59 -1.94 -4.18  0.51
H 2.32 -3.35 -4.47  0.59
H 2.05 -5.60 -3.53  0.44
H 2.58 -6.03 -1.16  0.44
H 3.36 -4.17 0.28  0.52
H 3.59 -1.90 -0.64  0.37
H -2.28 -0.52 0.84  0.60
H -4.68 -0.66 0.41  0.61
H -5.62 0.14 -1.72  0.48
H -4.13 1.10 -3.45  0.51
H -1.72 1.36 -3.01  0.44
H 1.77 1.07 1.50  0.70
H 2.69 -0.61 3.08  0.65
H 1.88 -2.93 3.02  0.61
H 0.17 -3.61 1.36  0.55
H -0.75 -1.98 -0.21  0.69

Output
- Charge: +3
- Gap between HOMO and LUMO: 4.68 eV
- HOMO energy: -0.52989 Ha
- Energy relative to the best compared isomer or geometry (same formula, charge and spin): 85.8 kJ/mol
- LUMO: -9.741 eV

(4)
# C3H6BrNO2

2 unconnected molecules or ions with the total composition C3H6BrNO2 (wB97M-V/def2-TZVPD, the Open Molecules 2025 dataset).

Last column: Mulliken charge in e.
Geometry (Å):
C -0.40 0.49 1.31  -1.08
C -0.56 0.41 -1.28  -1.07
C -0.12 -0.12 0.01  0.32
N 0.45 -1.43 0.01  1.03
O 0.75 -1.93 1.08  -0.63
O 0.55 -1.98 -1.08  -0.62
Br 2.85 1.05 -0.10  0.01
H 0.18 0.01 2.09  0.37
H -1.46 0.37 1.55  0.32
H -0.21 1.56 1.28  0.35
H -1.31 -0.26 -1.71  0.32
H 0.26 0.41 -1.99  0.32
H -0.97 1.41 -1.17  0.35

Output
- 2S+1: 3
- <S²>: 2.01
- Gap between HOMO and LUMO (alpha / beta): 9.55 / 6.64 eV
- HOMO energy (alpha / beta): -0.32514 / -0.39082 Ha
- Energy relative to the best compared isomer or geometry (same formula, charge and spin): 58.0 kJ/mol
- LUMO (alpha / beta): 0.700 / -3.998 eV

(5)
# C8H8NS

A gas-phase ion, C8H8NS (charge +1) at a distorted geometry (wB97M-V/def2-TZVPD, the Open Molecules 2025 dataset).

Last column: Mulliken charge in e.
Geometry (Å):
C 0.89 -2.18 -0.06  -0.45
C 1.89 -1.22 -0.12  -0.33
C -0.40 -1.74 -0.01  -0.48
C -1.67 1.55 -0.24  -0.27
C 1.67 0.10 -0.01  -0.23
C -1.94 0.22 -0.02  -0.28
C -0.25 1.90 -0.01  -0.68
C -0.71 -0.44 0.26  0.59
N 0.36 0.57 0.42  0.19
S -3.53 -0.42 -0.03  -0.08
H 0.90 -3.27 -0.16  0.38
H 2.95 -1.63 -0.40  0.30
H -1.14 -2.50 -0.15  0.38
H -2.22 2.37 -0.61  0.51
H 2.49 0.91 -0.07  0.35
H 0.38 2.18 -0.81  0.38
H 0.01 2.76 0.68  0.40
H 0.33 0.83 1.35  0.33

Output
- Charge: +1
- Gap between HOMO and LUMO (alpha / beta): 7.23 / 5.97 eV
- HOMO energy (alpha / beta): -0.47951 / -0.44365 Ha
- Energy relative to the best compared isomer or geometry (same formula, charge and spin): 261.6 kJ/mol
- LUMO (alpha / beta): -5.814 / -6.103 eV

(6)
# C4H11N3

A single C4H11N3 molecule (wB97M-V/def2-TZVPD, the Open Molecules 2025 dataset).

Last column: Mulliken charge in e.
Geometry (Å):
C -0.20 1.06 0.88  -0.60
C -2.05 0.41 -0.80  -0.85
C -0.04 -1.55 0.66  -1.38
N -0.67 0.74 -0.49  -0.01
C 0.32 -0.17 0.18  0.38
N 2.65 -0.03 -0.10  -0.52
N 1.37 0.03 -0.75  -0.42
H 0.34 0.93 -1.20  0.52
H 3.02 0.91 0.03  0.18
H 3.30 -0.52 -0.71  0.21
H 0.42 1.94 0.96  0.24
H -0.96 0.94 1.65  0.30
H -2.62 1.33 -0.93  0.31
H -2.51 -0.18 0.00  0.31
H -2.07 -0.17 -1.72  0.31
H 0.83 -1.92 1.20  0.42
H -0.91 -1.56 1.33  0.34
H -0.21 -2.20 -0.19  0.27

Output
- Gap between HOMO and LUMO: 8.09 eV
- HOMO energy: -0.26464 Ha
- Energy relative to the best compared isomer or geometry (same formula, charge and spin): 500.8 kJ/mol
- LUMO: 0.887 eV

(7)
# C28H83N7O10

10 unconnected molecules or ions with the total composition C28H83N7O10 at a distorted geometry (wB97M-V/def2-TZVPD, the Open Molecules 2025 dataset).

Last column: Mulliken charge in e.
Geometry (Å):
O -0.43 -0.09 -0.59  0.16
H -0.77 -0.87 -0.11  -0.32
H -0.52 0.64 0.04  0.02
O -1.36 -1.80 1.63  -0.34
H -2.03 -2.41 1.97  0.12
H -0.51 -2.17 1.95  0.17
O -0.41 -2.60 -1.87  -0.62
H -1.35 -2.70 -1.69  0.32
H -0.35 -1.76 -2.35  0.19
C -2.43 0.52 4.15  -1.02
C -3.57 1.24 3.49  1.80
C -4.46 2.04 4.45  -1.02
O -5.45 2.74 3.75  -0.36
C -6.69 2.08 3.66  -0.64
N -3.07 2.19 2.48  -0.66
H -1.80 1.15 4.77  0.21
H -1.80 -0.03 3.45  0.12
H -2.77 -0.28 4.82  0.42
H -4.24 0.50 3.03  -0.70
H -3.76 2.75 4.92  0.39
H -4.83 1.48 5.32  0.35
H -7.32 2.61 2.96  0.26
H -7.15 2.06 4.66  0.31
H -6.67 1.03 3.35  0.21
H -3.82 2.76 2.11  0.31
H -2.69 1.64 1.72  0.16
C 4.78 -1.09 -0.39  -1.55
C 3.60 -0.43 -1.11  1.81
C 3.16 -1.04 -2.46  -0.33
O 4.29 -1.30 -3.26  -0.50
C 4.77 -0.13 -3.87  -0.64
N 2.47 -0.27 -0.18  0.83
H 4.43 -2.01 0.10  0.12
H 5.04 -0.42 0.42  0.34
H 5.64 -1.23 -1.04  0.40
H 3.91 0.62 -1.28  -0.86
H 2.35 -0.52 -2.98  0.01
H 2.71 -2.00 -2.19  0.42
H 3.97 0.29 -4.50  0.25
H 5.58 -0.35 -4.56  0.39
H 5.00 0.67 -3.16  0.18
H 1.50 -0.28 -0.51  -0.06
H 2.58 0.68 0.17  -0.45
C 1.52 -2.75 4.17  -1.57
C 2.34 -2.67 2.88  1.10
C 3.16 -3.96 2.73  -1.11
O 2.27 -5.06 2.76  -0.33
C 2.92 -6.26 2.40  -0.78
N 1.50 -2.43 1.70  0.10
H 0.48 -3.00 3.98  0.23
H 1.40 -1.72 4.54  0.29
H 1.93 -3.37 4.96  0.40
H 3.04 -1.83 2.91  0.06
H 3.83 -4.03 3.59  0.41
H 3.71 -3.91 1.78  0.41
H 2.32 -6.90 1.75  0.26
H 3.07 -6.87 3.30  0.25
H 3.89 -6.09 1.93  0.33
H 1.32 -3.30 1.22  0.29
H 1.89 -1.70 1.10  -0.19
C -2.88 2.53 -4.06  -1.66
C -2.87 1.02 -3.87  0.20
C -1.52 0.44 -4.34  0.04
O -1.41 -0.97 -4.27  -0.12
C -2.20 -1.66 -5.22  -0.92
N -3.01 0.69 -2.44  -0.58
H -2.56 2.86 -5.05  0.41
H -2.16 3.02 -3.40  0.28
H -3.86 2.97 -3.88  0.37
H -3.69 0.57 -4.42  0.49
H -0.73 0.83 -3.69  -0.56
H -1.25 0.78 -5.35  0.57
H -3.27 -1.46 -5.12  0.34
H -2.15 -2.71 -4.90  0.28
H -1.80 -1.49 -6.23  0.27
H -2.09 0.79 -2.02  0.23
H -3.32 -0.27 -2.40  0.34
C 0.93 3.83 -4.05  -1.45
C 1.93 2.83 -3.46  1.34
C 3.38 3.28 -3.54  -0.46
O 3.76 3.48 -4.89  -0.40
C 5.06 4.04 -5.02  -0.76
N 1.59 2.57 -2.05  -0.47
H 1.14 4.04 -5.09  0.36
H 0.87 4.75 -3.45  0.36
H -0.04 3.35 -3.95  0.03
H 1.86 1.92 -4.07  0.01
H 4.04 2.51 -3.13  0.05
H 3.48 4.18 -2.92  0.44
H 5.76 3.22 -5.22  0.23
H 5.40 4.60 -4.14  0.34
H 5.05 4.63 -5.93  0.27
H 2.30 1.87 -1.80  -0.17
H 0.75 1.99 -2.01  0.23
C -3.77 -3.41 -0.67  -0.73
C -4.90 -2.49 -0.24  0.22
C -4.82 -2.14 1.26  0.02
O -4.13 -3.16 1.95  -0.38
C -4.21 -3.07 3.35  -0.71
N -4.94 -1.29 -1.05  -0.51
H -2.79 -2.98 -0.47  -0.49
H -3.80 -3.65 -1.74  0.45
H -3.85 -4.36 -0.14  0.44
H -5.86 -2.97 -0.45  0.25
H -5.81 -2.01 1.72  0.45
H -4.36 -1.16 1.47  -0.22
H -3.23 -3.35 3.77  0.25
H -4.92 -3.75 3.83  0.32
H -4.34 -2.04 3.71  0.19
H -4.22 -0.62 -0.83  0.20
H -5.81 -0.77 -1.10  0.21
C 1.00 2.20 4.11  -1.53
C 1.91 1.71 2.99  1.61
C 2.48 2.90 2.20  -1.18
O 3.18 2.38 1.08  -0.21
C 4.01 3.32 0.46  -1.03
N 3.05 1.00 3.60  -0.80
H 1.50 2.90 4.77  0.38
H 0.53 1.36 4.63  0.28
H 0.14 2.66 3.60  0.39
H 1.37 1.07 2.29  -0.35
H 3.19 3.49 2.80  0.44
H 1.61 3.48 1.87  0.34
H 4.71 3.79 1.16  0.39
H 3.40 4.10 -0.02  0.35
H 4.56 2.84 -0.35  0.21
H 2.72 0.10 3.93  0.10
H 3.77 0.82 2.90  0.35

Output
- SMILES: COC[C@H](C)N.COC[C@H](C)N.COC[C@H](C)N.COC[C@H](C)N.COC[C@H](C)N.COC[C@H](C)N.COC[C@H](C)N.O.O.O
- Gap between HOMO and LUMO: 9.42 eV
- HOMO energy: -0.32280 Ha
- Energy relative to the best compared isomer or geometry (same formula, charge and spin): 0.0 kJ/mol
- LUMO: 0.635 eV

(8)
# C27H36AsF6N6O4

A molecular structure, C27H36AsF6N6O4 at a distorted geometry (wB97M-V/def2-TZVPD, the Open Molecules 2025 dataset).

Last column: Mulliken charge in e.
Geometry (Å):
N -0.46 0.15 0.72  1.21
O -0.29 0.67 1.80  -0.49
O -1.52 -0.43 0.48  -0.37
O 0.37 0.29 -0.18  -0.36
C -2.74 -2.31 -2.77  -1.07
C -1.46 -3.06 -2.45  0.70
O -1.38 -4.29 -2.46  -0.43
N -0.19 -2.28 -2.04  0.10
H 0.48 -2.19 -2.79  0.30
H -0.48 -1.34 -1.80  0.21
C 0.52 -2.96 -0.79  -0.72
H -3.57 -3.01 -2.81  0.36
H -2.62 -1.82 -3.74  0.36
H -3.01 -1.55 -2.04  0.26
H -0.22 -3.00 0.01  0.25
H 1.39 -2.33 -0.60  0.29
H 0.93 -3.91 -1.13  0.44
C 0.92 -0.43 5.43  -0.92
N -0.38 -0.99 4.99  0.07
C -1.56 -0.58 5.47  -0.35
C -2.80 -1.04 4.91  -0.69
C -2.81 -1.93 3.81  0.74
C -1.56 -2.14 3.19  -0.47
C -0.35 -1.75 3.86  -0.52
C -4.02 -2.37 3.20  0.66
C -4.45 -1.85 2.01  -0.72
C -5.62 -2.29 1.34  -0.33
N -6.51 -3.11 2.02  -0.03
C -6.14 -3.60 3.21  -0.38
C -4.92 -3.24 3.84  -0.61
C -7.80 -3.56 1.44  -0.79
H 0.92 -0.10 6.46  0.32
H 0.99 0.43 4.76  0.47
H 1.77 -1.09 5.21  0.30
H -1.37 0.08 6.31  0.47
H -3.68 -0.82 5.50  0.53
H -1.52 -2.81 2.35  0.69
H 0.63 -2.03 3.52  0.45
H -3.78 -1.13 1.58  0.56
H -5.82 -1.95 0.34  0.43
H -6.88 -4.21 3.69  0.52
H -4.76 -3.66 4.82  0.53
H -8.64 -3.21 2.03  0.37
H -7.84 -4.64 1.52  0.39
H -7.83 -3.16 0.43  0.26
C 3.15 2.58 3.11  -0.91
N 3.05 2.89 1.68  0.10
C 2.75 1.88 0.84  -0.27
C 2.67 2.13 -0.51  -0.94
C 3.00 3.42 -0.99  0.96
C 3.42 4.42 -0.08  -0.65
C 3.41 4.12 1.25  -0.50
C 3.01 3.69 -2.47  0.63
C 2.65 4.95 -3.03  -0.87
C 2.80 5.18 -4.38  -0.22
N 3.22 4.18 -5.20  0.03
C 3.61 2.97 -4.66  -0.44
C 3.55 2.69 -3.30  -0.82
C 3.39 4.42 -6.68  -0.90
H 4.16 2.74 3.48  0.45
H 2.83 1.57 3.36  0.13
H 2.55 3.28 3.69  0.43
H 2.61 0.91 1.29  0.62
H 2.40 1.39 -1.25  0.64
H 3.77 5.38 -0.44  0.63
H 3.75 4.85 1.97  0.50
H 2.33 5.77 -2.40  0.57
H 2.58 6.12 -4.85  0.43
H 4.01 2.22 -5.33  0.61
H 3.88 1.72 -2.96  0.72
H 4.42 4.74 -6.84  0.35
H 2.79 5.29 -6.94  0.33
H 2.97 3.52 -7.12  0.40
As 3.06 -1.23 -3.71  1.98
F 3.74 -1.81 -5.25  -0.43
F 4.57 -0.38 -3.23  -0.49
F 2.32 -0.58 -2.17  -0.45
F 1.41 -1.94 -4.11  -0.64
F 3.61 -2.75 -2.83  -0.48
F 2.62 0.27 -4.61  -0.47

Output
- 2S+1: 2
- Charge: +4
- <S²>: 0.76
- Gap between HOMO and LUMO (alpha / beta): 8.31 / 4.33 eV
- HOMO energy (alpha / beta): -0.71593 / -0.71591 Ha
- LUMO (alpha / beta): -11.171 / -15.154 eV